Model i:
The following is a quantum chemistry calculation of a single C3H2BrNO2 molecule, from the OMol25 dataset.

```
! wB97M-V def2-TZVPD RIJCOSX def2/J DEFGRID3
* xyz 0 1
C -0.0923 -1.1012 0.1067
C -0.1060 1.0224 0.0889
C 1.0706 -0.0270 -0.0913
N -1.0587 -0.0104 0.1451
O -0.2122 -2.2661 0.0760
O -0.1879 2.2135 0.0649
Br -2.9265 -0.0304 0.0187
H 1.9712 0.1421 0.5928
H 1.5418 0.0569 -1.0019
*
```

Properties
highest occupied orbital energy: -10.415 eV
SMILES: O=C1CC(=O)N1Br
frontier orbital gap: 10.1 eV

---

Model ii:
The following is a quantum chemistry calculation of a single C3H2BrNO2 molecule, from the OMol25 dataset.

```
! wB97M-V def2-TZVPD RIJCOSX def2/J DEFGRID3
* xyz 0 1
C -0.9408 -0.1411 0.4070
C 0.0687 -0.2178 1.2913
C 1.1921 0.1182 -0.6092
N -0.4364 0.0160 -0.8446
O 1.9433 0.2829 -1.5006
O 1.2977 -0.0740 0.6659
Br -1.2325 0.6104 -2.3670
H -1.9925 -0.2205 0.6089
H 0.1004 -0.3741 2.3483
*
```

Properties
highest occupied orbital energy: -8.553 eV
SMILES: O=c1occn1Br
frontier orbital gap: 8.7 eV

---

Model iii:
The following is a quantum chemistry calculation of a single C3H2BrNO2 molecule, from the OMol25 dataset.

```
! wB97M-V def2-TZVPD RIJCOSX def2/J DEFGRID3
* xyz 0 1
C 0.0924 0.0221 -1.5037
C 0.7543 0.5349 0.8694
C -0.5357 -0.2115 0.8076
N 0.5444 -0.2516 -0.2152
O 1.6219 1.1830 1.3776
O -1.1036 -0.0040 -1.6982
Br -0.9140 -1.8739 1.9227
H 0.9818 0.3437 -2.0672
H -1.4415 0.2573 0.5069
*
```

Properties
highest occupied orbital energy: -10.442 eV
SMILES: O=CN1C(=O)[C@@H]1Br
frontier orbital gap: 10.0 eV

---

Energy ordering: model i at the bottom, the next structure 12.4 kcal/mol above.

---

Model i:
The following is a quantum chemistry calculation of 12 unconnected molecules or ions with the total composition C6H33NO11, from the OMol25 dataset.

```
! wB97M-V def2-TZVPD RIJCOSX def2/J DEFGRID3
* xyz 0 1
C -0.6125 -1.5186 -3.9197
N -0.2124 -0.7173 -2.7937
C -0.5662 -1.2852 -1.4626
C 1.3797 2.9262 0.2677
C 0.4943 1.9401 0.3972
C 0.2751 0.8888 -0.5684
C -0.6023 -0.1043 -0.4594
H -1.5738 -1.9974 -3.7749
H 0.1444 -2.3338 -4.0194
H -0.4798 -0.8752 -4.7853
H -0.2974 0.2841 -2.7895
H 0.3635 -1.9213 -1.2770
H -1.5446 -1.8027 -1.4148
H 2.2185 2.9977 -0.4053
H 1.2142 3.7232 0.9981
H -0.1998 1.8402 1.2373
H 0.9364 0.8585 -1.4493
H -1.2838 -0.2320 0.4054
H 2.3072 -2.7230 0.1764
H 2.1822 -1.2002 0.0042
O 1.9043 -1.9422 0.5886
H -0.8847 -1.4658 2.6551
H -0.4722 0.0165 2.8158
O -1.2287 -0.5768 2.9081
H 0.9926 2.4456 4.0041
H 1.9259 1.5399 3.0163
O 1.1280 2.0370 3.1530
H 2.5857 -1.1120 3.7057
H 2.9145 -0.4516 2.3699
O 2.4823 -0.2787 3.2392
H -1.2382 2.0749 -1.6515
H -1.0801 3.5765 -1.5832
O -1.6476 2.8934 -1.9534
H 3.3269 -1.4883 -2.1755
H 2.0875 -0.6516 -2.1981
O 2.8881 -0.8163 -1.6426
H -3.6057 1.3984 -2.1316
H -2.8410 1.4201 -0.8523
O -3.2156 0.7769 -1.4620
H -3.3501 -0.8053 0.8630
H -3.2711 -1.1592 -0.5518
O -3.1677 -1.6125 0.3000
H -2.5954 0.2877 2.3708
H -4.0537 0.3584 2.6031
O -3.4299 0.5861 1.9016
H -1.0446 -2.6324 1.1070
H 0.5650 -2.5219 1.3789
O -0.3282 -2.7796 1.7329
H 3.6621 0.1444 -0.1147
H 3.3683 1.4497 0.4645
O 3.4802 0.5407 0.7721
*
```

Properties
highest occupied orbital energy: -8.892 eV
SMILES: C=C/C=C/CNC.O.O.O.O.O.O.O.O.O.O.O
frontier orbital gap: 8.8 eV

---

Model ii:
The following is a quantum chemistry calculation of 12 unconnected molecules or ions with the total composition C6H33NO11, from the OMol25 dataset.

```
! wB97M-V def2-TZVPD RIJCOSX def2/J DEFGRID3
* xyz 0 1
C 0.6010 2.2429 -2.5706
N 0.6381 1.1347 -1.6252
C 0.2930 1.4320 -0.2827
C 1.1242 2.0890 0.5523
C 2.3836 2.8425 0.1638
C -1.7666 1.5579 1.0191
C -0.9596 0.8280 0.2623
H 1.5665 2.7342 -2.6472
H -0.0611 3.0736 -2.2939
H 0.2614 1.9306 -3.5150
H 0.1845 0.3052 -1.9172
H 0.8847 2.0123 1.6096
H 3.0895 2.6786 0.9789
H 2.2608 3.9074 -0.0536
H 2.7859 2.2890 -0.6959
H -2.6651 1.0662 1.4194
H -1.5776 2.5721 1.3067
H -1.1088 -0.1958 -0.0589
H -0.6142 2.1301 4.4479
H 0.1594 1.0812 3.8951
O 0.3100 1.8105 4.3826
H 1.2154 -1.6283 -3.4463
H 1.4058 -3.1240 -3.5506
O 0.7905 -2.4496 -3.7850
H -2.1182 -3.9342 0.3407
H -1.1346 -3.3322 -0.6553
O -1.2357 -3.6014 0.2547
H 1.6074 -0.3684 1.5426
H 0.4746 -1.2525 2.1544
O 1.3464 -1.2624 1.7022
H 0.8049 -3.3187 -0.1623
H 1.8695 -2.5138 0.6068
O 1.7289 -3.0778 -0.1828
H 0.6701 4.0448 1.8872
H -0.0269 5.3237 1.6325
O -0.2217 4.4360 1.8433
H -1.2465 -2.3035 -2.8257
H -0.0014 -3.1734 -2.7229
O -0.8523 -3.0573 -2.3712
H -3.2111 -0.5284 -4.0713
H -2.7281 -2.0176 -4.0848
O -2.5650 -1.1277 -3.6654
H -1.1374 -2.5856 1.6189
H -0.7215 -2.3412 3.1613
O -1.1739 -1.9686 2.3894
H 2.4089 -0.1334 -1.7506
H 2.3311 -1.5947 -1.1712
O 2.4241 -1.0724 -1.9963
H -2.4600 2.5071 3.2327
H -2.6075 1.0271 3.4886
O -2.5759 1.8511 3.9151
*
```

Properties
highest occupied orbital energy: -8.546 eV
SMILES: C=C/C(=C/C)NC.O.O.O.O.O.O.O.O.O.O.O
frontier orbital gap: 8.7 eV

---

Energy ordering: model i at the bottom, the next structure 8.7 kcal/mol above.

---

Model i:
The following is a quantum chemistry calculation of 2 unconnected molecules or ions with the total composition C3H9N2O2S, from the OMol25 dataset.

```
! wB97M-V def2-TZVPD RIJCOSX def2/J DEFGRID3
* xyz -1 1
C 0.4992 -0.0797 0.3819
C 0.1258 -1.2033 1.2792
S -0.9926 -0.5206 2.6157
N 1.1804 -0.5300 -0.8910
C 1.3872 0.3314 -1.9429
N 2.0642 1.4673 -1.5834
O 1.0428 0.1123 -3.0922
H -0.3811 0.4935 0.0410
H 1.0271 0.7891 0.7937
H -0.3555 -1.9697 0.6907
H 0.9287 -1.5665 1.9202
H 0.9299 -1.4494 -1.2298
H 2.4412 1.5120 -0.6565
H 2.1533 2.2784 -2.1670
H -2.9400 0.8772 0.9923
H -2.8712 0.5885 -0.5038
O -3.4645 0.5392 0.2501
*
```

Properties
highest occupied orbital energy: -2.852 eV
frontier orbital gap: 6.2 eV

---

Model ii:
The following is a quantum chemistry calculation of 2 unconnected molecules or ions with the total composition C3H9N2O2S, from the OMol25 dataset.

```
! wB97M-V def2-TZVPD RIJCOSX def2/J DEFGRID3
* xyz -1 1
N 1.6939 -0.1580 0.9481
C 0.6185 0.8125 0.9545
C 0.4394 1.5535 -0.3978
S 0.9162 0.6384 -1.9093
C -0.7063 0.1662 1.2643
N -0.9087 -1.1122 0.8896
O -1.5931 0.8250 1.7829
H 2.3619 0.1028 0.2419
H 1.3823 -1.0830 0.7808
H 0.7305 1.4320 1.8495
H -0.5826 1.7795 -0.5818
H 0.9873 2.4959 -0.3265
H -0.2511 -1.7322 0.4661
H -1.8256 -1.4948 0.9524
H -1.2327 -1.8101 -1.6727
H -0.6970 -0.8496 -2.6333
O -1.3332 -1.5659 -2.6089
*
```

Properties
highest occupied orbital energy: -3.204 eV
frontier orbital gap: 6.9 eV

---

Energy ordering: model ii at the bottom, the next structure 1.7 kcal/mol above.